The following is a quantum chemistry calculation of a gas-phase ion, C5H6O2P (charge -1) at a distorted geometry, from the OMol25 dataset.

Results
- Structure (SMILES): CC1=C[P@](=O)([O-])C=C1
- Kohn-Sham gap: 0.302 Eh
- Net charge: -1
- Lowest unoccupied orbital energy: 3.74 eV
- Spin multiplicity: 1

XYZ file:
```
14
C5H6O2P wB97M-V/def2-TZVPD
C 0.718 -0.735 -0.452
C 0.940 -1.346 0.704
C -0.727 0.799 0.638
C -0.194 0.407 -0.508
C -0.450 1.045 -1.856
O -1.052 -1.544 2.596
O 0.917 0.008 3.120
P 0.025 -0.637 2.123
H 1.188 -1.048 -1.381
H 1.585 -2.206 0.820
H -1.399 1.623 0.790
H -1.481 1.393 -1.914
H -0.278 0.337 -2.669
H 0.207 1.905 -2.013
```

The following is a quantum chemistry calculation of a molecular structure, C5H6O2S at a distorted geometry, from the OMol25 dataset.

Results
- Kohn-Sham gap: 0.368 Eh
- Lowest unoccupied orbital energy: 0.76 eV
- Spin multiplicity: 1

XYZ file:
```
14
C5H6O2S wB97M-V/def2-TZVPD
C 1.115 0.853 0.000
C 0.873 -0.322 0.986
C 0.868 -0.338 -0.982
C -0.551 -0.864 -0.730
C -0.560 -0.847 0.737
H -0.461 1.887 -0.017
H 2.200 1.047 -0.021
H 1.290 -0.364 1.970
H 1.263 -0.389 -1.984
H -0.923 -1.702 -1.295
H -0.874 -1.712 1.323
O 0.490 2.080 -0.004
O 1.581 -1.140 -0.001
S -1.845 0.177 0.000
```

The following is a quantum chemistry calculation of C5H6O2S in the gas phase at a distorted geometry, from the OMol25 dataset.

Results
- Structure (SMILES): C/C=C1\COC(=S)O1
- Kohn-Sham gap: 0.325 Eh
- Lowest unoccupied orbital energy: 0.03 eV
- Spin multiplicity: 1

XYZ file:
```
14
C5H6O2S wB97M-V/def2-TZVPD
C 2.457 -0.448 -0.079
C 0.877 -0.845 -0.166
C -0.254 -0.055 0.137
C -0.784 1.348 -0.009
C -2.524 -0.087 -0.044
H 2.662 -0.676 1.107
H 3.111 -1.365 -0.667
H 2.442 0.576 -0.294
H 0.679 -1.977 0.127
H -0.463 2.214 0.636
H -0.379 1.594 -1.082
O -2.270 1.291 0.078
O -1.458 -0.836 0.339
S -4.095 -0.734 -0.083
```

Let's list relative energy (zero: lowest compared OMol25 entry of this formula, charge and spin) in order: 58.4, 218.8, 344.8 kJ/mol.